Record 1
The following is a quantum chemistry calculation of a structure of composition C62H43BrInN9O3, from the Open Molecules 2025 dataset.

Values from the calculation:
Charge ... 0
Orbital gap ... 5.0 eV
Lowest unoccupied orbital energy ... -0.046 hartree
E_HOMO ... -0.2282 hartree

```
119
Properties=species:S:1:pos:R:3:forces:R:3
In 0.04093 0.20060 -0.25886 0.18 0.00 -0.30
C 1.90359 6.95245 3.22039 0.00 0.02 0.01
C 2.42582 5.69130 3.46685 0.03 0.00 0.01
C 2.01499 4.60890 2.70360 -0.04 0.04 -0.02
C 1.07563 4.77075 1.68654 0.03 0.01 0.06
C 0.55631 6.03984 1.44843 0.03 -0.01 -0.06
C 0.96906 7.12354 2.20959 -0.01 0.04 0.00
C 0.64950 3.58737 0.88581 -0.09 -0.13 0.06
C -0.64045 3.09479 1.07546 0.15 0.06 0.24
C -1.60717 3.71591 1.94559 -0.07 -0.02 -0.01
C -2.72503 2.96124 1.88764 0.03 0.02 0.03
C -2.44987 1.87020 0.98529 -0.17 -0.03 0.12
N -1.17460 1.97422 0.50939 0.25 -0.42 0.04
C -3.38805 0.88895 0.66147 0.11 0.04 -0.02
C -3.15875 -0.13445 -0.25933 -0.09 0.02 -0.05
C -4.18433 -1.01500 -0.75564 0.00 -0.05 0.02
C -3.64813 -1.69850 -1.79295 -0.03 0.01 0.01
C -2.29282 -1.23637 -1.94187 -0.05 -0.03 -0.13
C -1.48299 -1.56312 -3.02706 0.01 -0.01 0.09
C -2.03593 -2.52052 -4.03361 -0.03 -0.02 -0.02
C -1.91112 -3.89518 -3.86507 0.00 0.06 -0.03
C -2.42687 -4.76919 -4.81145 -0.02 -0.04 0.03
C -3.08132 -4.27834 -5.93136 0.01 -0.04 0.00
C -3.21420 -2.90830 -6.10371 -0.05 0.01 -0.02
C -2.69543 -2.03485 -5.15949 0.04 0.02 0.01
C -0.23372 -1.00125 -3.29329 0.03 0.03 -0.08
N 0.41972 -0.08242 -2.52833 -0.01 0.03 0.16
C 1.63206 0.11720 -3.11807 -0.02 0.05 -0.10
C 2.64981 0.93544 -2.62558 -0.02 -0.05 0.05
C 3.98107 0.89099 -3.29306 0.03 -0.02 -0.02
C 5.04498 0.27002 -2.64142 -0.03 0.02 -0.02
C 6.29534 0.20488 -3.23780 0.01 -0.01 0.01
C 6.49718 0.77100 -4.48821 0.05 0.00 0.00
C 5.44537 1.39903 -5.13965 0.00 -0.02 -0.03
C 4.19242 1.45538 -4.54727 -0.02 0.02 0.02
C 2.50558 1.80735 -1.54841 0.08 0.07 -0.12
C 3.42984 2.87276 -1.25863 0.01 0.01 0.07
C 2.84732 3.64940 -0.31431 -0.03 -0.03 -0.01
C 1.57774 3.04256 0.00027 0.03 0.15 -0.09
N 1.40139 1.92184 -0.75527 -0.04 -0.15 0.15
C 1.73558 -0.67376 -4.32006 -0.02 0.03 0.01
C 0.57510 -1.35763 -4.43358 0.01 -0.02 0.00
N -2.00948 -0.32011 -0.96959 0.21 -0.05 0.08
C -4.75834 1.03424 1.23417 -0.04 -0.02 0.05
C -5.26405 0.09990 2.13112 0.01 0.04 0.04
C -6.51575 0.26798 2.70488 -0.06 -0.02 0.02
C -7.29287 1.36634 2.37001 -0.02 0.00 -0.02
C -6.81253 2.28813 1.45092 0.01 0.04 -0.01
C -5.55506 2.12526 0.88979 0.00 0.00 -0.07
H 2.22268 7.79951 3.81358 0.00 0.00 0.00
H 3.15467 5.54986 4.25477 -0.01 0.00 0.00
H 2.42029 3.62332 2.90173 -0.01 -0.01 -0.01
H -0.16649 6.17544 0.65293 -0.01 -0.01 0.01
H 0.56266 8.10694 2.01029 -0.01 -0.01 -0.01
H -1.45356 4.62082 2.50931 0.03 -0.03 0.02
H -3.65628 3.12181 2.40421 0.01 0.00 0.00
H -5.19314 -1.05811 -0.37900 0.00 0.00 -0.04
H -4.13412 -2.40741 -2.44354 0.01 -0.01 0.02
H -1.39937 -4.27336 -2.99186 0.05 -0.03 0.08
H -2.32091 -5.83754 -4.66921 0.00 0.01 -0.01
H -3.48667 -4.96278 -6.66546 0.00 0.01 -0.01
H -3.72965 -2.52073 -6.97327 0.01 0.02 0.00
H -2.79895 -0.96417 -5.28968 0.00 0.00 0.00
H 4.88362 -0.16518 -1.66122 0.01 0.01 0.00
H 7.11122 -0.28858 -2.72529 0.00 0.01 0.00
H 7.47370 0.72410 -4.95266 -0.01 0.00 0.00
H 5.60105 1.84620 -6.11314 0.00 0.00 0.00
H 3.36915 1.94616 -5.05235 0.00 0.00 0.00
H 4.37130 3.03071 -1.75915 -0.01 0.00 -0.01
H 3.21461 4.56859 0.11182 0.01 0.00 -0.01
H 2.58368 -0.68566 -4.98453 0.00 -0.04 0.01
H 0.28439 -2.05122 -5.20581 0.00 0.01 -0.01
H -4.66248 -0.75508 2.39379 0.15 -0.15 0.10
H -6.88018 -0.45740 3.42179 0.01 0.00 -0.02
H -8.26901 1.50440 2.81688 0.01 -0.02 0.00
H -7.41614 3.14235 1.17127 0.00 -0.01 0.00
H -5.18722 2.84977 0.17291 0.04 -0.01 0.02
Br -3.45520 -1.19959 6.85322 0.04 0.03 -0.07
C -2.37468 -1.38776 5.24489 0.08 0.13 0.05
C -1.86991 -0.06223 4.67776 0.10 -0.09 -0.09
C -0.95235 -0.42851 3.56161 -0.55 -0.08 -0.16
C -1.32713 -1.54396 2.64578 0.29 0.31 -0.06
C -2.37818 -2.42527 3.07832 -0.30 -0.07 0.04
C -2.96772 -2.34784 4.28141 -0.11 -0.03 -0.03
N -0.70570 -1.66566 1.48178 -0.01 0.13 0.49
C -0.80727 -2.76480 0.74300 -0.23 -0.28 -0.18
C 0.13358 -3.03341 -0.27935 0.23 -0.03 0.00
C 0.26614 -4.34744 -0.79047 -0.04 -0.05 -0.08
C 1.29729 -4.65380 -1.63834 -0.15 0.06 0.10
C 2.21949 -3.65667 -1.96999 0.10 0.05 -0.03
C 2.02918 -2.40066 -1.44168 0.17 -0.04 -0.12
N 1.00829 -2.06937 -0.64755 -0.50 0.12 0.08
H -2.21766 0.93342 4.91356 -0.07 -0.03 0.03
H 0.30826 0.99705 3.67277 0.01 -0.07 -0.01
H -2.75021 -3.15155 2.36629 -0.06 0.05 0.05
H -3.78556 -2.98308 4.58797 -0.02 0.01 -0.07
H -1.47481 -3.57858 1.00921 0.13 0.00 0.03
H -0.43699 -5.10142 -0.45815 -0.02 0.00 -0.06
H 1.40813 -5.65953 -2.02400 0.00 0.00 -0.01
H 3.05286 -3.85516 -2.62810 0.04 0.04 0.05
H 2.73631 -1.61156 -1.65939 -0.02 0.06 -0.04
N 2.59939 -4.10391 2.73603 -0.01 0.03 -0.02
C 3.57924 -3.21870 3.04549 -0.07 -0.10 0.02
O 4.59689 -3.54734 3.62582 -0.04 0.04 -0.04
C 3.36548 -1.79905 2.60537 0.07 0.16 -0.01
C 4.31522 -0.85014 2.96423 -0.03 -0.03 0.03
C 4.15021 0.45119 2.52984 -0.04 -0.01 0.00
C 3.05886 0.75528 1.72834 0.13 -0.05 0.01
N 2.14109 -0.14408 1.38073 -0.21 0.04 -0.16
C 2.29093 -1.38589 1.83319 0.05 -0.10 0.17
H 2.71409 -5.05166 3.04922 0.01 0.00 0.03
H 1.71387 -3.82995 2.34893 -0.01 -0.01 0.00
H 5.15194 -1.15579 3.57801 0.02 -0.01 -0.02
H 4.85554 1.22714 2.79408 0.01 0.00 -0.02
H 2.92904 1.75626 1.34841 -0.02 0.04 -0.04
H 1.49857 -2.06186 1.55968 0.07 0.00 0.02
O -1.02074 -1.76049 5.55331 -0.10 -0.13 -0.11
N -0.49237 -0.54444 4.97658 0.45 0.09 0.32
O -0.20977 0.56723 2.97882 -0.10 0.43 -0.35
```
Forces are in eV/Å.

=====

Record 2
The following is a quantum chemistry calculation of a structure of composition C53H48NOP3Pd, from the Open Molecules 2025 dataset.

Values from the calculation:
Charge ... 0
Orbital gap (alpha / beta) ... 6.4 / 7.6 eV
Lowest unoccupied orbital energy (alpha / beta) ... 0.026 / -0.003 hartree
Energy above the lowest of the compared OMol25 structures with the same formula, charge and spin ... 0.000 eV
E_HOMO (alpha / beta) ... -0.2090 / -0.2842 hartree
Spin multiplicity ... 5

```
107
Properties=species:S:1:pos:R:3:forces:R:3
Pd -0.20447 1.57276 -0.91622 -0.07 -0.25 0.11
N -1.47203 5.42437 -2.30937 -0.06 0.05 -0.04
C -0.99655 4.16929 -2.17854 0.00 -0.08 -0.08
O -0.08318 3.93374 -1.39242 0.10 0.00 0.19
C -1.62789 3.08479 -3.01891 -0.11 0.11 -0.04
C -0.79027 1.82413 -3.02145 0.21 -0.05 0.06
H -1.15374 6.12179 -1.65653 -0.01 -0.01 -0.03
H -2.27046 5.61236 -2.88802 0.01 0.02 0.01
H -1.83818 3.49803 -4.01661 0.02 -0.03 0.02
H -2.60090 2.87946 -2.55551 0.03 -0.01 0.00
H 0.13490 1.94172 -3.59718 -0.10 -0.01 -0.02
H -1.36112 0.97779 -3.40181 0.02 0.07 -0.05
C -2.13351 1.32696 -0.25299 -0.23 -0.08 0.14
C -3.25208 1.19928 0.58181 0.27 0.02 -0.12
C -3.12108 1.19140 2.00028 0.00 0.05 0.11
C -4.21702 1.05344 2.82631 0.02 -0.01 -0.01
C -5.49408 0.91177 2.29104 -0.05 -0.01 0.01
C -5.65425 0.90822 0.90629 -0.03 0.00 0.01
C -4.56857 1.04646 0.07023 -0.08 0.00 -0.08
H -2.13116 1.28991 2.43262 0.02 0.05 0.01
H -4.07863 1.05276 3.90025 0.00 0.00 0.04
H -6.35071 0.80222 2.94070 -0.04 0.00 0.03
H -6.64330 0.79502 0.48060 -0.03 -0.01 -0.01
H -4.70387 1.03948 -1.00447 0.00 0.00 -0.02
C -0.86906 -1.62327 -1.91210 -0.28 -0.02 0.01
P 0.36470 -0.73352 -0.90472 0.06 0.06 0.09
C 2.00152 -0.98910 -1.64065 -0.09 0.02 -0.07
C 3.16031 -1.04616 -0.86722 0.01 0.05 0.11
C 4.40748 -1.07006 -1.46851 0.00 0.02 -0.06
C 4.51568 -1.01629 -2.85101 0.01 -0.01 0.03
C 3.37013 -0.92907 -3.62933 0.01 -0.01 0.03
C 2.12167 -0.91216 -3.02916 0.00 -0.01 -0.01
C 0.37161 -1.60054 0.69456 0.00 0.01 -0.09
C -0.60727 -1.20105 1.60148 -0.14 0.04 -0.07
C -0.71188 -1.81437 2.83881 -0.03 -0.04 0.02
C 0.18189 -2.81204 3.19489 0.03 -0.02 -0.06
C 1.16944 -3.20691 2.30117 -0.07 0.04 0.03
C 1.25723 -2.61265 1.05226 0.06 -0.11 0.00
P -0.47494 -3.16840 -2.83659 0.05 -0.07 -0.06
C -2.17247 -3.72917 -3.27231 -0.05 0.13 0.03
C -2.34532 -5.06735 -3.62880 0.09 -0.02 0.01
C -3.58094 -5.54721 -4.02194 -0.02 -0.03 -0.01
C -4.67461 -4.69429 -4.07919 -0.04 0.02 -0.01
C -4.51712 -3.36189 -3.73961 0.01 0.00 0.01
C -3.27641 -2.88200 -3.33852 0.03 -0.06 0.01
C -0.11444 -4.33840 -1.47749 0.02 -0.01 0.02
C -1.01861 -4.61645 -0.45264 -0.02 0.04 -0.01
C -0.69644 -5.51950 0.54253 0.01 -0.03 0.00
C 0.53673 -6.16221 0.52400 -0.02 -0.01 0.01
C 1.44273 -5.89421 -0.48756 0.01 -0.03 0.02
C 1.11469 -4.98594 -1.48636 0.04 0.01 -0.03
H -1.20714 -0.88558 -2.64185 -0.03 -0.02 -0.01
H -1.70639 -1.76878 -1.21661 0.04 0.03 -0.07
H 3.09515 -1.05994 0.21527 0.03 0.06 -0.12
H 5.29477 -1.11350 -0.85231 0.05 0.00 0.02
H 5.49005 -1.03408 -3.31959 0.04 0.00 -0.02
H 3.44514 -0.87394 -4.70646 0.01 0.00 -0.04
H 1.23759 -0.83661 -3.65019 -0.02 0.01 0.02
H -1.29473 -0.40579 1.32806 0.10 -0.11 0.00
H -1.48299 -1.49547 3.52729 -0.03 0.01 0.03
H 0.11416 -3.27735 4.16865 0.00 -0.03 0.05
H 1.86340 -3.99314 2.56577 0.02 -0.04 0.02
H 2.01290 -2.95467 0.35757 -0.07 -0.03 0.01
H -1.50259 -5.74703 -3.58539 0.04 -0.01 0.00
H -3.69247 -6.59064 -4.28447 0.00 -0.03 -0.01
H -5.64214 -5.06826 -4.38545 -0.02 -0.01 -0.01
H -5.36099 -2.68622 -3.77705 -0.03 0.01 0.00
H -3.19288 -1.83952 -3.07010 0.05 0.10 0.03
H -1.98322 -4.12331 -0.43656 -0.04 0.02 -0.01
H -1.40283 -5.72318 1.33574 -0.03 -0.01 0.03
H 0.78582 -6.87410 1.29953 0.01 -0.02 0.03
H 2.40151 -6.39472 -0.50697 0.03 -0.02 0.00
H 1.81903 -4.77838 -2.28314 0.02 0.02 -0.02
C 1.64803 0.33314 5.53107 0.01 -0.01 -0.01
C 2.11496 -0.32868 4.40221 0.01 0.07 0.05
C 1.95623 0.24231 3.15318 0.04 0.02 0.00
C 1.35256 1.49253 3.01246 -0.07 -0.07 -0.10
C 0.88797 2.14882 4.14623 -0.04 0.08 0.02
C 1.03133 1.56679 5.39833 0.01 0.00 0.04
P 1.10309 2.13564 1.32487 0.08 0.27 -0.35
C 2.80837 2.26586 0.67901 -0.04 -0.02 0.15
C 3.95481 2.31973 1.46691 -0.02 -0.01 0.05
C 5.20245 2.45853 0.87712 0.00 0.01 0.03
C 5.31341 2.55966 -0.50170 -0.02 0.00 -0.11
C 4.17553 2.50367 -1.29552 0.08 -0.02 0.05
C 2.93490 2.34445 -0.70308 -0.04 -0.09 -0.18
C 0.64866 3.88722 1.58603 0.00 -0.07 0.15
C 1.58248 4.90264 1.75824 0.07 -0.02 0.01
C 1.16916 6.21510 1.92678 -0.01 0.02 0.01
C -0.18362 6.52310 1.93689 -0.01 -0.02 0.00
C -1.12142 5.51445 1.76557 -0.01 0.05 0.01
C -0.70670 4.20554 1.58059 -0.06 -0.06 -0.02
H 1.76205 -0.11454 6.50883 0.00 -0.01 0.04
H 2.58721 -1.29733 4.49068 0.02 -0.03 0.01
H 2.29696 -0.29682 2.27735 0.01 0.02 -0.02
H 0.41553 3.11984 4.06029 0.00 -0.02 -0.03
H 0.66483 2.08789 6.27254 -0.01 0.01 0.03
H 3.87368 2.24858 2.54475 0.00 0.00 0.01
H 6.08793 2.49591 1.49725 0.04 0.00 0.02
H 6.28696 2.67069 -0.96029 0.03 0.00 -0.01
H 4.25370 2.55656 -2.37230 0.02 0.01 -0.05
H 2.04556 2.24515 -1.32854 0.16 0.16 0.00
H 2.64088 4.67502 1.74631 0.01 -0.01 0.00
H 1.90583 6.99692 2.05337 0.02 0.03 0.00
H -0.50488 7.54622 2.07718 -0.02 0.05 0.00
H -2.17875 5.74400 1.76416 -0.03 0.02 0.00
H -1.44499 3.43268 1.39539 0.03 -0.04 0.02
```
Forces are in eV/Å.

=====

Record 3
The following is a quantum chemistry calculation of the molecule C5H5FS in a non-equilibrium geometry, from the Open Molecules 2025 dataset.

Values from the calculation:
Charge ... 0
Orbital gap ... 9.8 eV
Lowest unoccupied orbital energy ... 0.028 hartree
Energy above the lowest of the compared OMol25 structures with the same formula, charge and spin ... 1.566 eV
E_HOMO ... -0.3306 hartree
SMILES ... C#C/C=C(\F)CS

```
12
Properties=species:S:1:pos:R:3:forces:R:3
C 3.08843 0.28036 -0.71804 1.90 -0.02 -0.66
C 2.02216 -0.15208 -0.39423 0.33 -0.01 0.35
C 0.77864 -0.61484 0.07132 -0.53 1.77 -0.11
C -0.22312 0.23314 0.33928 0.36 -0.80 0.05
F -0.03318 1.55541 0.28745 -0.37 -0.14 0.01
C -1.58968 -0.30598 0.59469 0.40 1.13 -0.31
S -2.70415 0.13603 -0.77994 -0.20 -0.98 -0.05
H 4.12291 0.48320 -1.03191 -1.31 0.02 0.35
H 0.57434 -1.64158 0.16479 -0.02 -1.12 -0.05
H -1.39284 -1.35257 0.55560 -0.58 -0.88 -0.03
H -2.02230 -0.05851 1.55213 -0.07 0.25 0.24
H -2.62122 1.43741 -0.64112 0.10 0.77 0.18
```
Forces are in eV/Å.